{
  "formula": "C3H5N4",
  "method": "wB97M-V/def2-TZVPD",
  "homo_energy_ev": -15.50,
  "e_above_lowest_kcal_mol": 103.6,
  "max_force_ha_per_bohr": 0.0518,
  "lumo_ev": -6.38,
  "molar_mass_g_mol": 97.10,
  "charge": 1,
  "homo_lumo_gap_ev": 9.11,
  "smiles": "[H]/N=C(C#N)\\[NH+]=N\\C",
  "total_energy_ha": -335.90768,
  "species": ["C", "C", "C", "N", "N", "N", "N", "H", "H", "H", "H", "H"],
  "positions_angstrom": [[1.901358, 0.682105, -0.005018], [1.543906, -0.709979, -0.055955], [-1.856213, 0.891301, -0.003125], [1.685827, 1.822943, 0.093023], [2.215192, -1.702439, -0.088536], [-0.076675, -0.702638, -0.092821], [-0.493036, 0.460288, -0.060658], [-1.968898, 1.558957, 0.942842], [-2.777391, 0.300486, -0.177341], [-1.859865, 1.630742, -0.756209], [2.315788, -2.714031, 0.033047], [-0.629991, -1.517731, 0.170753]],
  "forces_ev_per_angstrom": [[-0.527, 2.214, 0.134], [-0.614, -0.816, -0.405], [-0.915, 0.714, 1.720], [1.299, -1.738, -0.175], [1.214, -0.760, 0.658], [0.617, 2.357, 1.075], [-1.479, -1.547, -0.232], [0.409, -1.235, -1.316], [1.028, -0.683, 0.452], [-0.008, 1.181, -1.039], [-0.709, 0.764, -0.418], [-0.314, -0.450, -0.454]]
}


{
  "formula": "C3H5N4O2",
  "method": "wB97M-V/def2-TZVPD",
  "homo_energy_ev": -15.16,
  "e_above_lowest_kcal_mol": 128.0,
  "max_force_ha_per_bohr": 0.1374,
  "lumo_ev": -6.69,
  "molar_mass_g_mol": 129.10,
  "charge": 1,
  "homo_lumo_gap_ev": 8.47,
  "total_energy_ha": -486.35298,
  "species": ["C", "C", "C", "N", "N", "N", "N", "O", "O", "H", "H", "H", "H", "H"],
  "positions_angstrom": [[-1.592405, -0.736048, 2.420100], [-0.571360, -0.327220, 0.714051], [1.714679, 0.505567, -2.054127], [-0.850292, -1.326536, 1.478295], [-1.724329, 0.551897, 2.253811], [-1.064061, 0.837286, 1.166632], [0.341594, -0.501435, -0.708421], [0.590238, -1.551524, -1.178480], [0.711969, 0.646412, -1.051910], [-2.095723, -1.260291, 3.215372], [2.208394, 1.419134, -2.163388], [1.185676, 0.252038, -2.986149], [2.384186, -0.276023, -1.928791], [-1.238565, 1.766743, 0.823006]],
  "forces_ev_per_angstrom": [[-0.507, -0.362, 0.926], [1.463, -0.757, -2.554], [-1.084, 0.683, -3.203], [0.742, -0.452, -1.484], [-1.210, 0.528, 1.501], [0.341, 0.214, -0.977], [-3.930, -2.438, 5.340], [0.060, 1.655, 0.187], [1.453, 0.518, -0.558], [0.225, -0.040, 0.087], [0.505, 1.471, 0.094], [0.152, 0.323, 0.132], [1.178, -1.461, 1.134], [0.612, 0.118, -0.626]]
}


{
  "formula": "C3H5N4O2",
  "method": "wB97M-V/def2-TZVPD",
  "homo_energy_ev": -13.27,
  "e_above_lowest_kcal_mol": 48.6,
  "max_force_ha_per_bohr": 0.0565,
  "lumo_ev": -4.34,
  "molar_mass_g_mol": 129.10,
  "charge": 1,
  "homo_lumo_gap_ev": 8.93,
  "total_energy_ha": -486.47949,
  "species": ["C", "C", "C", "N", "N", "N", "N", "O", "O", "H", "H", "H", "H", "H"],
  "positions_angstrom": [[-1.344544, -1.657836, 0.760037], [0.731431, 2.338431, -0.608886], [0.026531, 0.238770, 0.258272], [-1.069218, -2.001249, -0.441098], [-0.603971, -1.915637, -1.483283], [-0.962040, -0.285777, 0.980507], [1.088761, -0.342374, -0.272034], [1.764231, 1.920961, -1.014455], [-0.132408, 1.612648, 0.163413], [-1.627983, -2.473204, 1.365332], [0.220973, 3.251476, -0.642141], [-1.292605, 0.335785, 1.703031], [1.840473, 0.264520, -0.618913], [1.360369, -1.286514, -0.149784]],
  "forces_ev_per_angstrom": [[0.373, 0.777, 0.094], [0.607, -0.989, 0.601], [0.801, 1.494, 0.784], [1.158, 0.474, -2.624], [-1.029, -0.817, 0.615], [0.738, -1.233, -0.394], [-0.386, 0.767, 0.248], [0.105, 1.122, -0.542], [-0.074, -2.554, 0.360], [-0.359, 0.108, 1.459], [0.018, 2.080, -0.783], [-0.916, -0.160, -0.078], [-0.640, -0.005, -0.165], [-0.396, -1.064, 0.424]]
}


{
  "formula": "C3H5N5",
  "method": "wB97M-V/def2-TZVPD",
  "homo_energy_ev": -9.56,
  "e_above_lowest_kcal_mol": 131.4,
  "max_force_ha_per_bohr": 0.1174,
  "lumo_ev": -1.01,
  "molar_mass_g_mol": 111.11,
  "homo_lumo_gap_ev": 8.56,
  "smiles": "NCc1nncnn1",
  "total_energy_ha": -390.90904,
  "species": ["C", "C", "C", "H", "H", "H", "H", "H", "N", "N", "N", "N", "N"],
  "positions_angstrom": [[-1.410694, 0.591783, 0.161407], [0.082854, 0.109707, -0.116846], [2.596494, -0.213712, 0.026019], [-2.078866, -0.988069, -1.074266], [-2.629525, -0.997026, 0.451558], [-1.711209, 1.767199, -0.203952], [-1.441589, 0.418166, 1.435478], [3.765745, -0.125423, 0.289868], [-2.583045, -0.354897, -0.264516], [0.898398, 1.319151, -0.355623], [2.096954, 1.019617, -0.108609], [1.871176, -1.362434, -0.175407], [0.543312, -1.184064, -0.065115]],
  "forces_ev_per_angstrom": [[-1.308, -0.716, 2.397], [-0.704, 2.208, -0.611], [1.132, -1.128, 0.192], [-1.950, 1.938, 2.259], [-0.383, -1.822, 1.995], [1.532, -3.578, 1.202], [0.076, 1.371, -3.479], [-2.962, -1.138, -0.840], [4.201, 0.785, -4.265], [-2.375, -4.548, 0.893], [2.233, 1.249, -0.142], [0.936, 2.180, 1.099], [-0.429, 3.199, -0.702]]
}


{
  "formula": "C3H5N5",
  "method": "wB97M-V/def2-TZVPD",
  "homo_energy_ev": -9.17,
  "e_above_lowest_kcal_mol": 119.5,
  "max_force_ha_per_bohr": 0.1560,
  "lumo_ev": -0.16,
  "molar_mass_g_mol": 111.11,
  "homo_lumo_gap_ev": 9.01,
  "smiles": "[H]/N=c1\\ncn(C)nn1",
  "total_energy_ha": -390.92801,
  "species": ["C", "C", "C", "H", "H", "H", "H", "H", "N", "N", "N", "N", "N"],
  "positions_angstrom": [[2.030021, -0.164004, 0.552778], [-0.206537, -1.108675, -0.225016], [-1.739980, 0.667249, -0.361947], [2.160792, -0.644727, 1.664415], [2.330750, 1.083166, 0.602271], [2.550773, -0.710024, -0.223464], [0.228033, -2.039031, -0.033734], [-3.330626, -0.097841, 0.310315], [0.695384, 0.001741, -0.227384], [-1.447200, -0.691400, -0.505347], [-2.922515, 0.886440, -0.045306], [-0.790562, 1.592995, -0.800710], [0.441668, 1.224109, -0.706870]],
  "forces_ev_per_angstrom": [[-0.009, 3.694, -0.203], [-2.987, 7.306, -1.421], [0.212, -2.127, -0.995], [-1.317, 1.135, -2.927], [-0.210, -4.022, -0.068], [1.238, -0.002, 0.629], [0.080, -1.559, -0.049], [0.995, 2.872, -1.367], [1.298, -3.118, 3.151], [3.512, -4.209, 0.825], [-2.434, -0.513, 2.200], [2.005, -0.098, -0.391], [-2.385, 0.641, 0.616]]
}


{
  "formula": "C3H5N5O",
  "method": "wB97M-V/def2-TZVPD",
  "homo_energy_ev": -8.88,
  "e_above_lowest_kcal_mol": 71.7,
  "max_force_ha_per_bohr": 0.0629,
  "lumo_ev": 0.06,
  "molar_mass_g_mol": 127.11,
  "homo_lumo_gap_ev": 8.94,
  "smiles": "O/N=C1\\N=CN=CNN1",
  "total_energy_ha": -466.20868,
  "species": ["C", "C", "C", "H", "H", "H", "H", "H", "N", "N", "N", "N", "N", "O"],
  "positions_angstrom": [[-0.930204, 0.086421, 0.433911], [1.955919, -0.246795, -0.410036], [0.730490, 1.653409, 0.187651], [-3.718566, -0.154431, -0.564068], [-0.374561, -1.751237, 1.109762], [1.048658, -2.066144, -0.643411], [2.870081, -0.507613, -0.943082], [0.890649, 2.777115, 0.230077], [-1.976575, -0.471280, 0.016155], [0.105009, -0.906575, 0.855815], [1.034746, -1.215925, -0.150175], [1.930310, 0.996536, -0.046520], [-0.558644, 1.377066, 0.337729], [-3.007312, 0.429448, -0.413802]],
  "forces_ev_per_angstrom": [[1.769, -1.410, -1.146], [-0.066, -0.676, 0.320], [-1.268, 2.060, 0.887], [-1.231, -1.149, -0.272], [-0.178, -0.345, 0.104], [-0.274, -1.109, -0.482], [-0.302, -0.652, -0.051], [0.000, -1.454, -0.095], [-2.306, -0.079, 0.074], [-0.851, 0.587, 0.013], [1.199, 2.980, 0.381], [-1.408, 0.007, -0.321], [2.372, 0.609, -0.023], [2.544, 0.630, 0.611]]
}


{
  "formula": "C3H5NO",
  "method": "wB97M-V/def2-TZVPD",
  "homo_energy_ev": -9.97,
  "e_above_lowest_kcal_mol": 29.7,
  "max_force_ha_per_bohr": 0.0094,
  "lumo_ev": 0.94,
  "molar_mass_g_mol": 71.08,
  "homo_lumo_gap_ev": 10.91,
  "smiles": "O=CN1CC1",
  "total_energy_ha": -247.25993,
  "species": ["O", "C", "N", "C", "C", "H", "H", "H", "H", "H"],
  "positions_angstrom": [[-1.278784, -0.319506, 1.997906], [-0.425628, -0.747534, 1.258187], [-0.355738, -0.503885, -0.099775], [0.826505, -0.023033, -0.770116], [-0.413768, 0.806170, -0.682275], [0.375132, -1.429566, 1.593057], [1.669313, 0.272999, -0.146547], [1.082571, -0.533675, -1.694119], [-1.063820, 0.909924, -1.543943], [-0.393134, 1.655730, -0.003109]],
  "forces_ev_per_angstrom": [[0.343, -0.096, -0.329], [-0.146, 0.120, 0.246], [-0.123, -0.132, 0.193], [0.283, -0.097, -0.041], [-0.139, 0.296, -0.084], [-0.091, -0.054, 0.045], [-0.127, -0.016, -0.124], [-0.030, 0.111, 0.111], [0.104, 0.020, 0.043], [-0.074, -0.151, -0.059]]
}


{
  "formula": "C3H5NO",
  "method": "wB97M-V/def2-TZVPD",
  "homo_energy_ev": -9.41,
  "e_above_lowest_kcal_mol": 122.1,
  "max_force_ha_per_bohr": 0.0087,
  "lumo_ev": -0.73,
  "molar_mass_g_mol": 71.08,
  "homo_lumo_gap_ev": 8.69,
  "total_energy_ha": -247.11272,
  "species": ["O", "C", "C", "C", "N", "H", "H", "H", "H", "H"],
  "positions_angstrom": [[1.478555, -0.189151, 1.243368], [2.323360, -0.189816, 0.325330], [1.757443, 0.640162, -0.626996], [-2.347956, 0.108856, -0.137262], [-1.120023, -0.151548, -0.299885], [3.328250, -0.630068, 0.395599], [0.957580, 0.244670, -1.262402], [-2.973462, 0.292535, -1.014427], [-2.849675, 0.168105, 0.836358], [-0.638228, -0.282167, 0.593701]],
  "forces_ev_per_angstrom": [[0.192, 0.068, -0.186], [-0.040, 0.055, -0.003], [0.010, -0.111, 0.176], [0.128, -0.030, -0.103], [-0.405, 0.048, 0.185], [-0.156, 0.013, -0.032], [0.135, 0.011, 0.067], [0.077, -0.040, 0.090], [0.136, -0.009, -0.092], [-0.076, -0.004, -0.102]]
}


{
  "formula": "C3H5NO",
  "method": "wB97M-V/def2-TZVPD",
  "homo_energy_ev": -9.92,
  "e_above_lowest_kcal_mol": 36.3,
  "max_force_ha_per_bohr": 0.0111,
  "lumo_ev": 0.77,
  "molar_mass_g_mol": 71.08,
  "homo_lumo_gap_ev": 10.68,
  "smiles": "O=C[C@H]1CN1",
  "total_energy_ha": -247.24943,
  "species": ["O", "C", "C", "C", "N", "H", "H", "H", "H", "H"],
  "positions_angstrom": [[1.027093, -0.840906, 1.505196], [1.292044, -0.401515, 0.408886], [0.282065, 0.196029, -0.515396], [-1.131144, -0.208348, -0.252003], [-0.729996, 1.167778, -0.086688], [2.322646, -0.469546, 0.000220], [0.645824, 0.382648, -1.522979], [-1.781832, -0.444411, -1.087541], [-1.292380, -0.789800, 0.654516], [-0.634323, 1.408074, 0.895787]],
  "forces_ev_per_angstrom": [[0.205, 0.389, -0.361], [-0.126, -0.097, 0.352], [0.131, -0.136, -0.122], [-0.187, -0.208, -0.089], [-0.008, 0.178, 0.201], [-0.131, -0.004, 0.118], [-0.137, -0.165, 0.090], [0.040, 0.197, 0.040], [0.118, 0.015, -0.236], [0.093, -0.168, 0.008]]
}


{
  "formula": "C3H5NO",
  "method": "wB97M-V/def2-TZVPD",
  "homo_energy_ev": -9.96,
  "e_above_lowest_kcal_mol": 31.0,
  "max_force_ha_per_bohr": 0.0542,
  "lumo_ev": -0.45,
  "molar_mass_g_mol": 71.08,
  "homo_lumo_gap_ev": 9.51,
  "smiles": "[H]/N=C(/C)C=O",
  "total_energy_ha": -247.25782,
  "species": ["C", "C", "C", "N", "O", "H", "H", "H", "H", "H"],
  "positions_angstrom": [[1.270642, 0.405614, 0.065204], [-0.049295, -0.274845, 0.156354], [-1.273942, 0.395260, -0.303820], [-0.160492, -1.548937, 0.325675], [-2.276342, -0.308099, -0.404264], [-1.078187, -1.868064, 0.638031], [-1.241410, 1.455023, -0.601450], [1.350139, 1.165843, 0.842384], [1.387087, 0.898790, -0.899063], [2.071801, -0.320586, 0.180949]],
  "forces_ev_per_angstrom": [[0.134, -0.120, -0.231], [0.245, -2.622, -0.514], [-2.423, -0.953, 0.286], [1.820, 1.121, 1.788], [0.751, 2.005, -0.175], [-0.337, 0.348, -1.185], [-0.177, -0.005, -0.039], [0.021, 0.055, 0.038], [0.013, 0.153, -0.059], [-0.047, 0.018, 0.091]]
}